This record from the OMol25 dataset describes C41H42P2SZn as an isolated structure in a non-equilibrium geometry. The level of theory is ωB97M-V with the def2-TZVPD basis set.

## Properties
maximum force: 2.84 eV Å⁻¹
gap between HOMO and LUMO: 5.8 eV

CARTESIAN COORDINATES (ANGSTROEM)
1 Zn 1.1142 1.1845 -0.0088
2 C -1.3689 -3.8487 0.1453
3 C -1.4750 -3.5249 -1.1524
4 C -2.7735 -3.3961 -1.9134
5 C -4.0158 -2.8467 -1.1470
6 C -3.8568 -1.9424 0.0334
7 C -3.6286 -2.3368 1.2924
8 C -3.3970 -3.7496 1.7392
9 C -2.4791 -4.5897 0.8512
10 C 1.7503 2.3417 1.4571
11 H -0.4591 -3.6599 0.7400
12 H -0.5756 -3.4339 -1.7728
13 H -3.0660 -4.3755 -2.3388
14 H -2.5888 -2.7500 -2.7865
15 H -4.5864 -2.2658 -1.8896
16 H -4.6526 -3.7030 -0.8793
17 H -4.1437 -0.9091 -0.1794
18 H -3.7668 -1.6558 2.1307
19 H -4.3561 -4.2894 1.8172
20 H -2.9889 -3.7226 2.7577
21 H -2.0196 -5.3809 1.4692
22 H -3.1000 -5.0947 0.0934
23 H 1.8143 1.7228 2.3653
24 H 1.0588 3.1933 1.5995
25 H 2.7374 2.7277 1.1540
26 P 1.0166 -0.8456 -0.9925
27 P -1.1363 1.4311 0.9549
28 C -0.7735 -0.7112 -0.9490
29 C -1.5761 0.1372 -0.2179
30 C 1.5989 -0.9197 -2.6963
31 C 0.7981 -1.4238 -3.7378
32 C 1.2753 -1.3774 -5.0524
33 C 2.5130 -0.7826 -5.3398
34 C 3.2967 -0.2575 -4.3010
35 C 2.8685 -0.3705 -2.9824
36 C 1.8244 -2.1366 -0.0220
37 C 1.7210 -2.1131 1.3883
38 C 2.4690 -3.0183 2.1447
39 C 3.2890 -3.9669 1.5166
40 C 3.3553 -4.0149 0.1172
41 C 2.6238 -3.1090 -0.6512
42 C -2.1410 2.8521 0.4515
43 C -1.9067 3.4200 -0.8178
44 C -2.5013 4.6356 -1.1569
45 C -3.3899 5.2551 -0.2644
46 C -3.7394 4.6107 0.9319
47 C -3.1422 3.3960 1.2764
48 C -1.5272 1.1214 2.7074
49 C -0.6731 1.5960 3.7252
50 C -0.8729 1.1938 5.0465
51 C -1.9094 0.3106 5.3682
52 C -2.8177 -0.0781 4.3735
53 C -2.6855 0.4099 3.0693
54 H -1.2955 -1.3323 -1.7032
55 H -2.6383 0.1708 -0.4902
56 H -0.1886 -1.8402 -3.5217
57 H 0.6753 -1.8053 -5.8566
58 H 2.8883 -0.7598 -6.3660
59 H 4.2477 0.2381 -4.5093
60 H 3.4837 0.0057 -2.1614
61 H 1.0788 -1.3657 1.8651
62 H 2.4166 -2.9955 3.2360
63 H 3.8549 -4.6847 2.1178
64 H 3.9816 -4.7602 -0.3748
65 H 2.6796 -3.1308 -1.7417
66 H -1.2472 2.9071 -1.5232
67 H -2.2795 5.0958 -2.1228
68 H -3.8470 6.2126 -0.5292
69 H -4.4874 5.0524 1.5944
70 H -3.4475 2.8692 2.1812
71 H 0.1423 2.2702 3.4676
72 H -0.2102 1.5682 5.8256
73 H -2.0294 -0.0414 6.3969
74 H -3.6398 -0.7539 4.6146
75 H -3.4720 0.2363 2.3279
76 S 1.9482 2.8050 -1.7121
77 C 3.4915 3.4149 -1.3197
78 C 3.7723 4.7643 -1.6652
79 C 4.9747 5.3525 -1.3080
80 C 5.9570 4.6070 -0.6370
81 C 5.7266 3.2546 -0.3529
82 C 4.5183 2.6509 -0.7091
83 H 3.0171 5.3228 -2.2127
84 H 5.1438 6.3996 -1.5576
85 H 6.9075 5.0661 -0.3607
86 H 6.4988 2.6733 0.1553
87 H 4.3445 1.5934 -0.5151